88
Properties=species:S:1:pos:R:3:forces:R:3:mulliken_charge:R:1 method="wB97M-V/def2-TZVPD" spin_multiplicity=2 charge=+1 fmax_ev_per_a=2.05 s2=0.754 homo_energy_ha="-0.353 / -0.359" molar_mass_da=681.447 orbital_gap_ev="7.4 / 7.6"
Ti -0.60044 0.34736 0.14066 1.077 -1.727 -0.251 -1.881
C 1.26191 2.09854 -2.82288 0.068 -0.015 0.131 -1.556
C 2.17209 2.15459 -1.59076 -0.354 0.007 0.058 1.089
C 3.18761 3.28642 -1.70884 0.100 -0.074 0.021 -1.684
P 1.12515 2.07698 -0.04916 0.764 0.827 0.216 1.903
C 0.42473 3.75146 0.38707 0.185 -0.153 0.036 0.765
C 1.40172 4.92298 0.44764 -0.014 0.044 -0.102 -1.327
C -0.28519 3.61508 1.73895 0.046 0.000 -0.109 -1.549
C 2.23343 1.56791 1.28740 -0.162 -0.109 -0.047 -0.051
C 3.35537 2.26018 1.73999 -0.044 -0.074 0.032 -0.626
C 4.16805 1.74702 2.73791 0.077 0.013 0.025 0.150
C 5.38033 2.48660 3.23793 -0.064 -0.104 -0.046 -1.721
C 3.84273 0.49147 3.24988 0.027 0.073 -0.021 -1.274
C 2.74498 -0.22182 2.81036 -0.195 -0.084 -0.095 -1.036
C 1.89126 0.31255 1.83460 0.585 0.159 0.022 0.812
N 0.78247 -0.33100 1.30136 0.651 0.065 0.708 0.896
C 0.38544 -1.63061 1.65253 0.198 -0.434 -0.136 -0.109
C 0.18833 -2.10468 2.94860 -0.088 0.040 -0.013 -0.512
C -0.16015 -3.42973 3.14710 0.002 0.107 0.011 -0.902
C -0.35955 -4.30597 2.08035 -0.018 -0.045 -0.037 0.462
C -0.70938 -5.74937 2.32661 -0.028 0.111 -0.013 -1.585
C -0.23684 -3.81020 0.78584 -0.146 -0.069 0.050 -0.608
C 0.14314 -2.49285 0.56330 0.007 0.430 0.056 -0.636
P 0.39396 -1.62842 -1.03560 0.646 -0.918 -0.351 1.932
C 2.24736 -1.73668 -1.25178 -0.226 0.028 -0.154 1.264
C 2.88244 -3.05419 -0.81537 -0.033 0.115 -0.003 -1.487
C 2.66193 -1.34978 -2.67533 -0.087 0.029 0.111 -1.445
C -0.51577 -2.67079 -2.28882 0.208 0.324 -0.033 0.750
C -0.92844 -1.75552 -3.44897 -0.009 -0.102 0.057 -1.234
C 0.17685 -3.92631 -2.81371 -0.043 -0.012 0.091 -1.661
H 1.84811 1.91238 -3.72446 0.020 0.038 -0.003 0.459
H 0.73555 3.04633 -2.95615 -0.019 -0.006 -0.006 0.418
H 0.51562 1.31024 -2.72171 -0.008 -0.022 -0.116 0.133
H 2.72444 1.21187 -1.51144 -0.046 -0.025 -0.014 0.039
H 2.70988 4.22460 -1.98898 0.048 -0.079 -0.037 0.415
H 3.90754 3.04071 -2.49179 -0.009 -0.003 -0.017 0.441
H 3.74533 3.43703 -0.78555 0.028 0.043 -0.067 0.274
H -0.31590 3.94821 -0.39506 -0.028 -0.052 -0.010 0.425
H 2.17069 4.75676 1.20220 -0.018 0.018 -0.001 0.211
H 0.85515 5.82224 0.73829 0.004 0.008 0.001 0.466
H 1.88431 5.11764 -0.50672 -0.063 0.083 0.143 0.319
H 0.45294 3.52265 2.53753 -0.017 -0.015 0.021 0.312
H -0.93230 2.74468 1.78325 -0.130 -0.109 0.063 0.318
H -0.90089 4.49207 1.94234 0.054 0.049 -0.038 0.456
H 3.60441 3.21701 1.29918 0.020 -0.011 0.070 -0.077
H 5.40179 3.50950 2.86534 0.012 0.014 0.025 0.366
H 6.29564 1.98797 2.91291 0.017 0.037 0.017 0.330
H 5.38901 2.51179 4.32784 0.038 0.062 -0.003 0.395
H 4.47829 0.05969 4.01493 -0.020 -0.028 -0.004 0.409
H 2.55376 -1.20324 3.21947 -0.018 -0.017 0.029 0.539
H 0.29280 -1.43148 3.78919 0.065 -0.014 0.008 0.728
H -0.28819 -3.79225 4.16030 0.012 -0.020 -0.009 0.448
H -0.31920 -6.08114 3.28730 -0.005 -0.038 -0.006 0.416
H -0.29526 -6.38730 1.54689 -0.028 -0.036 0.010 0.398
H -1.79222 -5.88997 2.34154 0.010 -0.035 -0.008 0.281
H -0.42014 -4.47832 -0.04845 0.028 0.015 -0.002 0.398
H 2.58388 -0.95132 -0.56619 0.011 -0.003 0.002 -0.017
H 2.50649 -3.89158 -1.40265 0.064 -0.018 0.030 0.210
H 2.70056 -3.25361 0.23978 -0.003 -0.054 -0.004 0.239
H 3.96206 -2.99278 -0.96610 0.005 -0.035 0.007 0.510
H 2.52455 -2.18438 -3.36199 -0.001 0.029 -0.038 0.325
H 3.71854 -1.07818 -2.69600 0.009 -0.017 -0.004 0.410
H 2.08717 -0.50004 -3.04685 0.040 0.006 -0.063 0.188
H -1.41812 -2.97497 -1.75075 -0.026 0.038 0.014 0.527
H -0.05316 -1.41245 -4.00485 -0.011 -0.013 -0.011 0.259
H -1.46503 -0.87675 -3.09191 -0.037 0.024 -0.027 0.089
H -1.57545 -2.29569 -4.14259 0.013 0.017 -0.020 0.486
H 1.03809 -3.67440 -3.43062 0.024 -0.035 0.024 0.273
H -0.52023 -4.48342 -3.44268 0.000 0.002 -0.009 0.461
H 0.50400 -4.58893 -2.01392 0.030 -0.017 -0.043 0.274
C -5.00845 -0.30878 -0.52598 -0.042 -0.010 0.024 -1.858
C -3.56509 0.04656 -0.24122 0.229 0.446 0.215 0.759
O -2.63544 -1.02175 -0.51277 -0.054 0.348 -0.112 -0.373
P -2.96386 1.45054 -1.25562 -0.695 0.407 -0.757 0.293
O -3.39152 1.25267 -2.75884 -0.060 0.112 0.094 -0.571
O -3.68167 2.75063 -0.80280 -0.073 -0.201 0.237 -0.616
O -1.46384 1.48761 -1.15169 -0.983 0.558 -0.808 0.819
P -3.24375 0.63254 1.50819 -0.756 0.000 0.703 0.716
O -4.02221 -0.43545 2.40374 -0.012 0.251 -0.003 -0.540
O -3.79715 2.00614 1.66474 -0.081 0.035 -0.242 -0.899
O -1.76004 0.41776 1.71573 -1.014 0.271 0.578 -0.238
H -5.13557 -0.59576 -1.56912 0.005 -0.005 -0.007 0.406
H -5.65538 0.54244 -0.30718 -0.006 -0.015 -0.010 0.420
H -5.31626 -1.13522 0.11573 -0.006 0.003 -0.005 0.479
H -2.90125 -1.78877 0.01420 0.142 -0.076 0.076 0.271
H -3.97714 1.94710 -3.10186 0.074 -0.173 0.034 0.386
H -3.80608 2.74030 0.20971 0.014 -0.021 -0.040 0.462
H -4.73077 -0.01363 2.91696 0.122 -0.159 -0.098 0.394



94
Properties=species:S:1:pos:R:3:forces:R:3:mulliken_charge:R:1 method="wB97M-V/def2-TZVPD" de_lowest_kcal_mol=0.0 spin_multiplicity=3 charge=+1 fmax_ev_per_a=2.11 s2=2.008 homo_energy_ha="-0.367 / -0.408" molar_mass_da=776.663 orbital_gap_ev="4.7 / 5.8"
N -2.37973 1.63767 5.59478 -0.043 0.030 -0.653 -0.822
P -2.29577 1.01570 4.15606 -0.066 0.407 2.068 0.675
C -1.35099 2.18276 3.04283 1.089 -0.513 -0.352 0.603
C 0.04834 2.33428 3.00150 -1.142 -0.162 0.031 0.411
C 1.03213 1.49395 3.81963 0.032 0.069 -0.736 0.259
F 0.40307 0.91971 4.82890 -0.746 -0.467 0.578 -0.323
F 1.95593 2.29506 4.34377 0.438 0.308 0.330 -0.268
C 1.78006 0.34936 3.00703 -0.919 0.047 0.109 0.778
F 1.91650 -0.68351 3.82679 0.093 -0.555 0.462 -0.291
F 2.96911 0.75989 2.62998 0.927 0.282 -0.284 -0.230
C 1.02386 -0.15758 1.76111 0.360 0.085 -0.407 0.600
F 1.58770 -1.27231 1.32485 -0.135 0.133 0.014 -0.230
F 1.06054 0.77154 0.78915 -0.084 -0.257 0.228 -0.170
F -0.25468 -0.39610 2.05977 -0.171 -0.062 0.058 -0.265
C 0.54366 3.29979 2.11179 0.659 -0.043 0.161 -0.254
Br 2.36171 3.62321 1.84385 0.123 0.266 -0.202 -0.025
N -0.20404 4.04814 1.36041 -0.720 0.308 -0.297 -0.555
N -1.51335 3.91178 1.42622 0.724 0.129 -0.175 0.801
C -2.26055 4.84197 0.52997 -0.017 0.357 -0.134 -0.886
C -1.41790 5.98866 0.03947 0.036 0.025 -0.032 -0.941
C -1.01200 6.96677 1.14362 -0.203 0.116 -0.076 -0.363
N -1.56789 8.29380 0.87141 0.122 -0.096 0.388 -0.690
C -2.10725 3.01916 2.20312 -0.563 -0.055 0.450 -0.284
S -3.87539 2.93189 2.12151 -0.242 0.118 -0.352 -0.176
H -3.34402 1.80882 5.85559 0.030 0.123 0.245 0.255
H -1.62909 -0.20163 4.12912 0.224 -0.089 -0.548 0.008
H -3.53775 0.83219 3.56709 0.169 -0.360 -0.671 0.224
H -3.08754 5.22962 1.10744 -0.211 -0.039 0.204 0.503
H -2.67369 4.25625 -0.28144 -0.019 -0.246 -0.162 0.477
H -0.56409 5.63891 -0.52305 0.181 -0.102 -0.143 0.309
H -2.04446 6.53015 -0.66076 -0.154 0.095 -0.187 0.523
H 0.06544 7.04495 1.19586 0.252 0.064 -0.040 0.367
H -1.33521 6.57302 2.11263 -0.021 -0.087 0.237 0.284
H -2.54139 8.31389 1.15061 -0.175 -0.001 -0.187 0.225
H -1.12607 8.96299 1.48933 0.136 0.169 -0.095 0.252
H -4.05706 3.50934 3.31608 0.025 -0.018 0.220 0.294
C 5.22473 -0.71529 -4.63559 -0.105 -0.070 0.055 -1.809
C 4.42246 0.49799 -4.11105 0.515 -0.486 -0.546 1.852
C 5.17397 1.18650 -2.96775 -0.048 0.123 0.342 -1.303
C 5.12357 0.43312 -1.63691 -0.065 -0.008 -0.149 -0.748
C 3.68248 0.08609 -1.26836 0.185 0.276 0.140 -0.833
C 2.95763 -0.68172 -2.37336 0.105 -0.983 0.152 1.848
N 3.06031 0.08034 -3.64961 0.172 0.851 0.752 0.524
O 2.20970 1.03702 -3.69730 -0.319 -0.035 -0.277 -0.636
C 3.54822 -2.09513 -2.49854 0.100 0.022 -0.110 -2.010
C 1.49049 -0.87060 -2.02642 -0.388 0.224 -0.008 -1.665
C 4.25885 1.47463 -5.26572 -0.114 0.189 -0.061 -1.914
H 4.56217 -1.50880 -4.97746 -0.014 0.009 -0.023 0.307
H 5.83495 -0.42096 -5.48709 0.021 0.105 0.011 0.493
H 5.90253 -1.13210 -3.89173 -0.040 -0.009 0.023 0.330
H 4.75100 2.18515 -2.82023 -0.080 -0.022 -0.036 0.402
H 6.21000 1.32858 -3.27980 0.024 0.016 -0.042 0.372
H 5.73758 -0.46937 -1.67992 -0.029 -0.025 -0.021 0.360
H 5.55966 1.05605 -0.85389 0.032 -0.003 0.002 0.410
H 3.65967 -0.51434 -0.35570 -0.009 -0.054 0.014 0.292
H 3.13956 1.01309 -1.05021 -0.064 -0.025 -0.131 0.246
H 3.10327 -2.62545 -3.34075 -0.020 0.004 -0.006 0.389
H 3.32288 -2.65547 -1.59085 -0.061 0.030 0.032 0.418
H 4.62643 -2.11317 -2.61904 -0.011 0.016 -0.010 0.339
H 0.98214 0.07072 -1.82584 0.064 0.042 -0.122 0.380
H 1.40454 -1.48707 -1.13386 0.106 -0.123 0.015 0.035
H 0.96241 -1.37475 -2.83674 0.013 0.021 -0.036 0.636
H 3.67281 1.03413 -6.07247 0.004 -0.026 -0.004 0.456
H 5.24671 1.72254 -5.65146 0.053 -0.028 -0.013 0.475
H 3.77548 2.39782 -4.95625 -0.063 -0.050 0.014 0.362
C -3.90204 -5.35777 -0.94570 0.009 0.009 0.146 -1.859
C -3.56507 -3.85184 -0.85197 -0.382 -0.757 -0.317 2.086
C -2.12870 -3.58927 -1.31223 0.309 0.181 0.104 -1.406
C -1.05860 -4.00769 -0.30325 -0.125 -0.025 0.017 -0.651
C -1.35170 -3.41756 1.07486 0.217 0.106 -0.230 -0.934
C -2.75232 -3.75605 1.57978 -0.101 -0.739 0.509 2.134
N -3.74948 -3.34886 0.54599 0.866 0.701 -0.330 0.494
O -3.98571 -2.08935 0.58719 -0.379 0.121 0.112 -0.661
C -2.84300 -5.25096 1.91870 -0.094 -0.034 -0.109 -1.944
C -3.06599 -3.00097 2.86176 0.087 0.261 0.219 -1.971
C -4.52995 -3.10745 -1.76266 -0.075 0.211 -0.046 -2.003
H -4.59351 -5.65793 -0.16010 -0.024 0.014 -0.003 0.317
H -4.38600 -5.57475 -1.89574 0.035 0.072 -0.072 0.500
H -3.02102 -5.99548 -0.88804 0.006 0.020 0.049 0.325
H -2.01484 -2.51991 -1.51812 -0.064 0.023 0.051 0.374
H -1.97502 -4.10787 -2.26000 -0.027 -0.007 -0.045 0.362
H -0.98343 -5.09604 -0.24587 -0.032 -0.006 0.015 0.389
H -0.08455 -3.65668 -0.64966 0.020 -0.020 -0.011 0.249
H -0.62066 -3.77044 1.80650 -0.003 -0.018 0.032 0.742
H -1.24839 -2.33081 1.02049 -0.123 0.011 -0.019 -0.149
H -3.86280 -5.52364 2.19028 -0.013 0.005 0.010 0.380
H -2.19985 -5.46184 2.77260 0.011 0.070 0.043 0.418
H -2.52059 -5.90365 1.11400 -0.012 0.025 -0.013 0.352
H -2.94911 -1.92595 2.73754 -0.047 0.015 -0.093 0.110
H -2.38571 -3.32376 3.65066 0.044 -0.102 -0.026 0.446
H -4.08421 -3.19553 3.19827 -0.033 -0.010 -0.057 0.510
H -5.55944 -3.22283 -1.42302 -0.005 -0.026 0.009 0.471
H -4.44846 -3.52336 -2.76569 0.005 -0.054 -0.029 0.481
H -4.30416 -2.04537 -1.81871 -0.016 -0.006 0.076 0.361